(one)
{"formula": "C5H9NO4", "method": "ωB97M-V/def2-TZVPD", "orbital_gap_ha": 0.367, "symbols": ["N", "C", "C", "C", "C", "O", "O", "C", "O", "O", "H", "H", "H", "H", "H", "H", "H", "H", "H"], "xyz": [[0.35, 1.68, 0.02], [0.85, 0.35, 0.37], [0.01, -0.80, -0.19], [-1.56, -0.96, 0.15], [-2.60, 0.16, -0.09], [-3.73, -0.09, 0.18], [-2.16, 1.24, -0.63], [2.45, 0.10, -0.06], [3.22, 1.05, 0.12], [2.77, -1.11, -0.44], [0.73, 1.99, -0.87], [0.72, 2.32, 0.69], [0.86, 0.18, 1.49], [0.40, -1.75, 0.20], [0.16, -0.77, -1.23], [-1.83, -1.79, -0.52], [-1.66, -1.33, 1.19], [-1.21, 1.32, -0.32], [2.22, -1.78, -0.07]], "nbo_charge": [-0.83, -0.15, -0.42, -0.53, 0.79, -0.58, -0.69, 0.78, -0.57, -0.66, 0.39, 0.40, 0.21, 0.19, 0.21, 0.24, 0.23, 0.50, 0.50]}

(two)
{"formula": "C5H9NO4", "method": "ωB97M-V/def2-TZVPD", "orbital_gap_ha": 0.305, "symbols": ["C", "C", "O", "C", "O", "C", "O", "N", "C", "O", "H", "H", "H", "H", "H", "H", "H", "H", "H"], "xyz": [[0.55, 1.80, -1.60], [-0.15, 0.59, -1.06], [-0.23, -0.38, -1.99], [-1.01, 0.70, 0.04], [-1.65, 1.88, 0.34], [-0.96, -0.37, 0.96], [-1.60, -0.63, 1.97], [0.09, -1.25, 0.45], [1.41, -1.06, 1.04], [-0.28, -2.62, 0.57], [-0.16, 2.62, -1.70], [1.36, 2.10, -0.94], [0.96, 1.61, -2.60], [-0.68, -1.15, -1.61], [-1.98, 1.81, 1.25], [1.38, -1.25, 2.12], [2.10, -1.74, 0.56], [1.74, -0.03, 0.88], [-0.90, -2.64, 1.32]], "nbo_charge": [-0.70, 0.47, -0.64, 0.01, -0.67, 0.56, -0.63, -0.22, -0.42, -0.59, 0.26, 0.23, 0.24, 0.51, 0.50, 0.19, 0.22, 0.21, 0.48]}

Stability summary: most stable (one), least stable (two).

(one)
{"formula": "C2H11NO4", "method": "ωB97M-V/def2-TZVPD", "orbital_gap_ha": 0.392, "symbols": ["C", "N", "C", "O", "H", "H", "H", "H", "H", "O", "H", "H", "O", "H", "H", "O", "H", "H"], "xyz": [[0.37, -0.55, -2.23], [-0.22, 0.52, -1.41], [0.53, 1.60, -1.05], [0.49, 2.27, -0.04], [-0.45, -0.95, -2.82], [1.05, -0.10, -2.95], [0.89, -1.28, -1.63], [-0.84, 0.17, -0.71], [1.20, 1.85, -1.89], [0.42, -0.34, 1.42], [-0.51, -0.10, 1.46], [0.77, 0.12, 2.18], [-2.12, 1.31, 0.86], [-2.85, 1.78, 1.22], [-1.66, 1.87, 0.22], [1.03, -3.09, 2.64], [0.82, -2.22, 3.02], [1.09, -2.87, 1.70]], "nbo_charge": [-0.41, -0.62, 0.55, -0.61, 0.21, 0.20, 0.20, 0.39, 0.09, -0.96, 0.49, 0.47, -0.98, 0.48, 0.49, -0.94, 0.47, 0.47]}

(two)
{"formula": "C2H11NO4", "method": "ωB97M-V/def2-TZVPD", "orbital_gap_ha": 0.344, "symbols": ["N", "C", "C", "O", "H", "H", "H", "H", "H", "O", "H", "H", "O", "H", "H", "O", "H", "H"], "xyz": [[1.98, 0.77, 0.26], [0.96, 1.72, -0.16], [-0.45, 1.36, 0.22], [-1.37, 2.13, 0.28], [2.53, 1.02, 1.06], [1.52, -0.11, 0.44], [0.88, 1.77, -1.25], [1.22, 2.72, 0.21], [-0.64, 0.29, 0.43], [-1.22, 0.93, -2.35], [-1.27, 0.40, -3.15], [-2.08, 1.02, -1.94], [-1.87, -1.97, 1.37], [-0.94, -1.92, 1.10], [-1.85, -2.44, 2.21], [0.85, -2.33, 0.74], [0.91, -2.07, -0.19], [0.85, -3.30, 0.73]], "nbo_charge": [-0.84, -0.34, 0.45, -0.54, 0.37, 0.35, 0.23, 0.22, 0.10, -0.96, 0.48, 0.49, -0.96, 0.48, 0.46, -0.95, 0.48, 0.49]}

Stability summary: most stable (one), least stable (two).

(one)
{"formula": "C3H13N4", "method": "ωB97M-V/def2-TZVPD", "total_charge": 1, "orbital_gap_ha": 0.358, "symbols": ["C", "C", "C", "N", "N", "N", "N", "H", "H", "H", "H", "H", "H", "H", "H", "H", "H", "H", "H", "H"], "xyz": [[0.12, -0.64, 1.77], [-0.39, 2.03, -0.74], [3.43, 0.06, 0.14], [-2.43, -1.06, -0.54], [-0.43, 0.20, 0.73], [2.29, -0.30, -0.27], [0.12, 1.17, 0.30], [-0.73, -1.16, 2.28], [0.70, -1.41, 1.18], [0.82, -0.13, 2.45], [0.45, 2.61, -1.13], [-0.98, 1.54, -1.53], [-0.79, 2.76, -0.13], [3.45, 0.32, 1.19], [4.31, 0.01, -0.51], [-3.26, -0.57, -0.74], [-2.75, -1.95, -0.37], [-1.35, -0.21, 0.34], [2.31, -0.61, -1.29], [-2.09, -1.23, -1.46]], "nbo_charge": [-0.46, -0.48, -0.01, -1.04, -0.13, -0.66, 0.04, 0.24, 0.27, 0.25, 0.26, 0.22, 0.26, 0.17, 0.18, 0.38, 0.39, 0.41, 0.34, 0.38]}

(two)
{"formula": "C3H13N4", "method": "ωB97M-V/def2-TZVPD", "total_charge": 1, "orbital_gap_ha": 0.418, "symbols": ["C", "C", "C", "N", "N", "N", "N", "H", "H", "H", "H", "H", "H", "H", "H", "H", "H", "H", "H", "H"], "xyz": [[1.25, 0.24, -1.76], [0.82, -1.00, -0.92], [-0.90, -0.38, -0.12], [-0.78, 0.34, 0.94], [-3.14, -0.31, -0.26], [-1.95, -0.89, -0.63], [1.67, 0.77, 2.24], [2.08, -0.13, -2.48], [0.42, 0.64, -2.26], [1.83, 0.98, -1.19], [1.37, -1.17, 0.05], [0.78, -1.89, -1.52], [-1.44, 0.98, 1.28], [0.11, 0.44, 1.49], [-3.84, -1.06, -0.18], [-3.32, 0.41, -0.99], [-1.87, -1.20, -1.58], [1.85, -0.23, 2.11], [2.47, 1.31, 1.89], [1.41, 0.86, 3.24]], "nbo_charge": [-0.65, -0.32, 0.57, -0.77, -0.66, -0.40, -1.11, 0.24, 0.22, 0.23, 0.21, 0.22, 0.42, 0.45, 0.39, 0.38, 0.40, 0.37, 0.41, 0.40]}

Stability summary: most stable (two), least stable (one).

(one)
{"formula": "C20H47AlBr2FN2O7P2", "method": "ωB97M-V/def2-TZVPD", "total_charge": -1, "orbital_gap_ha": 0.264, "symbols": ["C", "C", "Br", "C", "Br", "Al", "F", "C", "C", "C", "C", "C", "P", "P", "O", "O", "O", "H", "H", "H", "H", "H", "H", "H", "H", "H", "H", "H", "H", "H", "H", "H", "H", "H", "C", "O", "C", "C", "N", "C", "C", "O", "C", "H", "H", "H", "H", "H", "H", "H", "H", "H", "H", "H", "H", "H", "H", "H", "C", "O", "C", "C", "N", "C", "C", "O", "C", "H", "H", "H", "H", "H", "H", "H", "H", "H", "H", "H", "H", "H", "H", "H"], "xyz": [[-2.76, -6.71, 6.91], [-2.63, -5.98, 5.61], [-3.27, -7.05, 4.14], [-2.17, -4.77, 5.32], [-1.55, -3.79, 6.88], [-1.98, -3.79, 3.53], [-0.52, -4.29, 2.86], [-3.56, -3.91, 2.33], [-3.29, -4.26, 0.85], [-2.41, -5.52, 0.61], [-1.03, -5.20, -0.01], [-3.16, -6.54, -0.26], [-1.70, -1.45, 4.16], [-0.95, -0.47, 2.41], [-0.14, -1.28, 1.47], [-0.13, 0.83, 2.93], [-2.18, 0.31, 1.70], [-3.75, -6.53, 7.35], [-2.01, -6.35, 7.62], [-2.64, -7.78, 6.77], [-4.32, -4.59, 2.73], [-4.02, -2.92, 2.35], [-4.24, -4.41, 0.33], [-2.81, -3.40, 0.37], [-2.23, -5.99, 1.57], [-0.22, -5.55, 0.62], [-0.87, -4.12, -0.12], [-0.93, -5.66, -1.00], [-2.62, -7.49, -0.30], [-4.16, -6.73, 0.14], [-3.27, -6.16, -1.28], [-3.01, -0.93, 4.06], [0.70, 0.54, 3.34], [-1.97, 0.41, 0.76], [6.28, 2.91, 2.94], [6.26, 2.56, 1.57], [5.70, 1.28, 1.30], [4.37, 1.39, 0.59], [3.35, 1.95, 1.46], [2.07, 2.23, 0.82], [2.04, 3.26, -0.30], [2.28, 4.60, 0.10], [3.64, 4.96, 0.21], [6.87, 3.82, 3.03], [5.28, 3.10, 3.34], [6.74, 2.13, 3.55], [5.58, 0.71, 2.23], [6.40, 0.74, 0.66], [4.06, 0.39, 0.28], [4.53, 1.97, -0.33], [3.71, 2.79, 1.90], [1.38, 2.56, 1.60], [1.67, 1.29, 0.44], [1.02, 3.25, -0.71], [2.72, 2.99, -1.13], [4.25, 4.44, -0.53], [4.05, 4.75, 1.20], [3.71, 6.03, 0.03], [-1.96, 5.03, -6.54], [-0.91, 5.11, -5.60], [-1.32, 5.26, -4.25], [-1.02, 4.02, -3.44], [-1.85, 2.90, -3.85], [-1.47, 1.62, -3.28], [-0.08, 1.07, -3.60], [0.10, 0.69, -4.95], [0.46, 1.73, -5.84], [-1.51, 5.08, -7.53], [-2.52, 4.09, -6.46], [-2.66, 5.85, -6.43], [-2.39, 5.49, -4.21], [-0.77, 6.10, -3.83], [-1.22, 4.24, -2.38], [0.05, 3.82, -3.53], [-1.83, 2.83, -4.86], [-2.20, 0.87, -3.60], [-1.55, 1.69, -2.19], [0.06, 0.16, -3.01], [0.72, 1.77, -3.31], [1.09, 2.48, -5.35], [-0.41, 2.24, -6.27], [1.02, 1.28, -6.66]], "lowdin_charge": [-0.20, -0.85, 0.72, -0.68, 0.60, -0.05, -0.20, -0.26, -0.25, -0.44, -0.07, -0.11, 0.61, 0.15, -0.36, -0.24, -0.21, 0.08, 0.03, 0.05, 0.03, 0.04, 0.09, 0.09, 0.07, 0.07, 0.07, 0.06, 0.07, 0.07, 0.07, -0.15, 0.06, 0.06, -0.12, -0.20, -0.22, -0.22, -0.04, -0.20, -0.22, -0.18, -0.11, 0.08, 0.08, 0.09, 0.12, 0.12, 0.13, 0.11, 0.07, 0.11, 0.12, 0.11, 0.11, 0.09, 0.07, 0.08, -0.12, -0.20, -0.21, -0.22, -0.05, -0.19, -0.22, -0.18, -0.11, 0.09, 0.08, 0.09, 0.12, 0.12, 0.12, 0.10, 0.07, 0.12, 0.11, 0.13, 0.10, 0.09, 0.07, 0.09]}

(two)
{"formula": "C20H47AlBr2FN2O7P2", "method": "ωB97M-V/def2-TZVPD", "total_charge": -1, "orbital_gap_ha": 0.272, "symbols": ["C", "C", "Br", "C", "Br", "Al", "F", "C", "C", "C", "C", "C", "P", "P", "O", "O", "O", "H", "H", "H", "H", "H", "H", "H", "H", "H", "H", "H", "H", "H", "H", "H", "H", "H", "C", "O", "C", "C", "N", "C", "C", "O", "C", "H", "H", "H", "H", "H", "H", "H", "H", "H", "H", "H", "H", "H", "H", "H", "C", "O", "C", "C", "N", "C", "C", "O", "C", "H", "H", "H", "H", "H", "H", "H", "H", "H", "H", "H", "H", "H", "H", "H"], "xyz": [[-7.49, -5.92, 3.92], [-5.91, -5.38, 3.93], [-4.89, -5.69, 5.64], [-5.25, -4.72, 2.77], [-6.37, -4.51, 1.08], [-3.32, -4.03, 2.69], [-3.28, -2.23, 3.33], [-1.91, -5.26, 3.54], [-0.87, -4.52, 4.57], [-1.57, -3.65, 5.77], [-1.18, -2.03, 5.72], [-1.06, -4.26, 7.23], [-2.79, -3.89, 0.38], [-1.40, -2.26, -0.01], [-1.33, -1.15, 1.11], [-1.89, -1.45, -1.51], [0.22, -2.88, -0.34], [-7.47, -7.06, 3.63], [-8.20, -5.27, 3.25], [-7.86, -5.82, 5.05], [-2.41, -6.23, 4.02], [-1.25, -5.69, 2.65], [-0.26, -5.39, 5.10], [-0.07, -3.84, 4.04], [-2.74, -3.69, 5.79], [-2.20, -1.40, 5.69], [-0.60, -1.80, 4.72], [-0.61, -1.68, 6.69], [-1.64, -3.80, 8.15], [-1.19, -5.43, 7.30], [0.11, -4.05, 7.36], [-2.19, -5.19, 0.08], [-2.76, -0.98, -1.29], [0.89, -2.17, -0.10], [-4.23, 4.74, -3.87], [-3.17, 5.31, -3.10], [-3.11, 4.81, -1.76], [-1.89, 3.89, -1.57], [-2.06, 2.62, -2.28], [-0.83, 1.83, -2.39], [0.37, 2.46, -3.13], [0.16, 2.62, -4.54], [-0.57, 3.78, -4.90], [-4.33, 5.32, -4.79], [-4.01, 3.71, -4.14], [-5.18, 4.79, -3.33], [-4.05, 4.32, -1.46], [-2.99, 5.69, -1.12], [-1.76, 3.69, -0.50], [-1.02, 4.44, -1.92], [-2.40, 2.81, -3.22], [-1.10, 0.91, -2.90], [-0.51, 1.55, -1.38], [1.21, 1.77, -3.03], [0.71, 3.40, -2.68], [-0.37, 4.63, -4.23], [-1.64, 3.55, -4.94], [-0.27, 4.07, -5.91], [8.03, 2.24, -3.36], [6.74, 2.69, -3.72], [5.87, 1.65, -4.19], [4.77, 1.35, -3.17], [5.31, 0.69, -1.97], [4.38, 0.64, -0.84], [3.88, 1.99, -0.27], [4.89, 2.75, 0.40], [5.71, 3.52, -0.47], [8.68, 3.11, -3.22], [8.00, 1.69, -2.42], [8.47, 1.61, -4.15], [6.43, 0.75, -4.47], [5.40, 2.03, -5.10], [4.02, 0.70, -3.63], [4.29, 2.30, -2.91], [6.15, 1.19, -1.67], [4.89, 0.10, -0.04], [3.51, 0.03, -1.13], [3.14, 1.75, 0.50], [3.35, 2.60, -1.01], [5.17, 3.89, -1.34], [6.58, 2.94, -0.77], [6.09, 4.38, 0.10]], "lowdin_charge": [-0.19, -0.70, 0.60, -0.62, 0.47, 0.00, -0.33, -0.29, -0.25, -0.38, -0.12, -0.15, 0.58, 0.42, -0.45, -0.32, -0.30, 0.09, 0.05, 0.07, 0.04, 0.05, 0.10, 0.11, 0.07, 0.08, 0.08, 0.06, 0.07, 0.07, 0.08, -0.12, 0.08, 0.07, -0.12, -0.20, -0.20, -0.20, -0.05, -0.19, -0.22, -0.18, -0.10, 0.09, 0.07, 0.09, 0.12, 0.12, 0.13, 0.09, 0.06, 0.11, 0.12, 0.11, 0.10, 0.09, 0.07, 0.09, -0.12, -0.20, -0.20, -0.21, -0.06, -0.19, -0.21, -0.18, -0.10, 0.09, 0.07, 0.09, 0.12, 0.12, 0.12, 0.10, 0.06, 0.12, 0.11, 0.12, 0.10, 0.09, 0.07, 0.09]}

Stability summary: most stable (one), least stable (two).